Density functional theory data (ωB97M-V/def2-TZVPD) for one molecule with the formula C10H10N4O.

XYZ file:
```
25
Properties=species:S:1:pos:R:3:forces:R:3
C -2.8187 -2.3080 -2.7811 -0.02 0.70 -0.07
C -1.8786 -1.6351 -1.8136 -0.53 1.29 -1.00
C -1.4997 -0.3166 -1.8740 0.10 -1.09 0.97
C -0.6058 -0.1769 -0.7411 0.81 1.44 -0.19
C 0.1451 0.8905 -0.2001 0.32 0.45 -1.14
C 0.2073 2.2053 -0.9167 -0.77 -0.06 -0.29
C 0.9374 0.6374 0.8964 -1.27 -0.74 -0.70
N 1.7722 1.3402 1.7150 0.88 2.81 0.04
C 2.1937 0.4983 2.6814 0.42 -0.50 2.27
N 2.9290 0.8030 3.8118 0.25 1.66 -0.77
N 1.7545 -0.7005 2.5692 -0.87 -1.17 -0.98
C 0.9482 -0.6320 1.4478 -0.72 -3.21 -0.89
N 0.3106 -1.6933 0.8977 -0.60 0.26 -0.31
C -0.4538 -1.4199 -0.1738 0.75 0.00 2.20
O -1.2833 -2.3237 -0.7869 0.21 -0.01 -0.39
H -2.2475 -2.9025 -3.4918 -0.04 -0.13 -0.09
H -3.3661 -1.5059 -3.3516 0.62 -0.81 0.58
H -3.5624 -2.9506 -2.3143 0.07 -0.01 0.18
H -1.8120 0.4523 -2.5740 -0.04 -0.38 0.15
H 0.4632 2.0756 -1.9836 0.01 0.02 0.48
H -0.7899 2.6687 -0.8877 0.31 0.16 -0.03
H 0.9305 2.8582 -0.4465 0.09 0.32 -0.06
H 1.9458 2.3408 1.6686 0.00 -0.56 0.09
H 2.8023 1.7495 4.1702 0.23 -0.68 0.08
H 2.9783 0.0452 4.4786 -0.21 0.24 -0.16
```
Positions in Å, forces in eV/Å.

Summary:
HOMO-LUMO gap = 8.155 eV
Lowest unoccupied orbital energy = 0.5 eV
SMILES = Cc1cc2c(C)c3[nH]c(N)nc3nc2o1
HOMO level = -7.6 eV
Energy above the lowest of the compared OMol25 structures with the same formula, charge and spin = 3.16 kcal/mol
E = -18540.579 eV
Largest force on an atom = 3.41 eV/A